Computed, not measured: a structure of composition C34H25Cl3O2P2ReS2, with ωB97M-V with the def2-TZVPD basis set.

XYZ file:
```
69
Properties=species:S:1:pos:R:3:lowdin_charge:R:1
Re -1.13685 -1.73322 1.17353 1.0266
S -1.99430 0.58626 1.62946 0.4866
P -0.40362 1.01173 0.42565 0.5596
C -0.13363 -0.61117 -0.11339 -0.7230
P -0.32107 -1.44872 -1.61457 0.5214
S -0.89334 -3.23655 -0.81256 0.3539
C -1.57101 -0.77531 -2.71197 -0.3399
C -1.20404 -0.05202 -3.84449 -0.0695
C -2.18801 0.51633 -4.64066 -0.0674
C -3.52578 0.35938 -4.30973 -0.0638
C -3.89091 -0.35672 -3.17563 -0.0573
C -2.91664 -0.92315 -2.37212 -0.0887
C 1.21130 -1.54785 -2.53327 -0.3578
C 2.25471 -0.67220 -2.25313 -0.0749
C 3.42354 -0.73730 -2.99853 -0.0613
C 3.54528 -1.67646 -4.01173 -0.0582
C 2.50430 -2.55632 -4.28598 -0.0568
C 1.33467 -2.49490 -3.54835 -0.0797
C 1.01008 1.64231 1.32508 -0.3555
C 0.92048 2.90122 1.92003 -0.0742
C 1.97113 3.37013 2.68884 -0.0578
C 3.10738 2.58649 2.86202 -0.0569
C 3.19786 1.33783 2.26591 -0.0624
C 2.14738 0.85995 1.49521 -0.0936
C -0.81461 2.17600 -0.86928 -0.3426
C 0.22302 2.81534 -1.55058 -0.0758
C -0.06926 3.64525 -2.62003 -0.0602
C -1.39058 3.84119 -3.00209 -0.0579
C -2.42117 3.20811 -2.32199 -0.0634
C -2.13833 2.36904 -1.25542 -0.0899
H -0.16056 0.06356 -4.10829 0.1101
H -1.90745 1.07373 -5.52445 0.1135
H -4.29087 0.79127 -4.94177 0.1133
H -4.93514 -0.48283 -2.92266 0.1158
H -3.20276 -1.49498 -1.49600 0.0897
H 2.15728 0.05055 -1.45140 0.0851
H 4.23913 -0.05960 -2.78441 0.1111
H 4.45851 -1.72911 -4.58941 0.1128
H 2.60776 -3.29132 -5.07258 0.1139
H 0.52306 -3.18290 -3.75678 0.1150
H 0.03140 3.50747 1.78725 0.1188
H 1.90709 4.34475 3.15338 0.1130
H 3.92705 2.95643 3.46379 0.1127
H 4.08402 0.73227 2.40335 0.1131
H 2.19912 -0.12093 1.03697 0.0973
H 1.25118 2.67887 -1.23567 0.1094
H 0.73036 4.14872 -3.14655 0.1123
H -1.61728 4.49744 -3.83221 0.1139
H -3.44850 3.36626 -2.62131 0.1158
H -2.93650 1.86722 -0.72372 0.0859
Cl -3.84002 -5.27285 3.41021 0.7058
C -3.06710 -3.76772 3.04101 -1.4488
Cl -1.45032 -4.12522 2.28031 0.6429
Cl -2.80576 -2.79333 4.48665 0.6727
C -3.86277 -2.91350 2.00465 -0.7527
O -5.03147 -3.09355 1.85847 0.1222
O -3.13158 -2.01687 1.39880 -0.3383
C -0.13018 -1.45340 2.56975 -0.2865
C 0.68934 -1.16385 3.69253 -0.3050
C 0.26120 -0.19868 4.61312 -0.0267
C 1.07702 0.12624 5.68068 -0.0512
C 2.29916 -0.51712 5.84201 -0.0498
C 2.71901 -1.48499 4.93574 -0.0594
C 1.92199 -1.80736 3.85389 -0.0284
H -0.69491 0.28705 4.46672 0.1059
H 0.75954 0.87395 6.39467 0.1143
H 2.92902 -0.26574 6.68517 0.1136
H 3.66779 -1.98456 5.07664 0.1132
H 2.23513 -2.55002 3.13121 0.1242
```

Calculated values
**HOMO level**: -10.948 eV
**Frontier orbital gap**: 6.78 eV
**Net charge**: +1
**LUMO level**: -4.1720 eV

Computed, not measured: a structure of composition C34H25F5GeN2O2SSm at a distorted geometry, with ωB97M-V with the def2-TZVPD basis set.

XYZ file:
```
71
Properties=species:S:1:pos:R:3:lowdin_spin:R:1
Sm 3.37045 0.04699 -2.10399 5.0769
F 0.72958 -4.27346 -5.38805 -0.0005
C 1.70094 -3.41899 -5.10608 -0.0014
C 2.28147 -3.43543 -3.79727 0.0006
F 1.73363 -4.15065 -2.79278 0.0002
C 3.31760 -2.56049 -3.49697 -0.0023
F 3.67446 -2.50963 -2.17416 -0.0035
C 3.77893 -1.67609 -4.42221 -0.0026
S 5.10893 -0.53112 -3.91978 -0.0309
C 3.23258 -1.68839 -5.71441 -0.0013
F 3.66730 -0.76501 -6.56002 -0.0007
C 2.22208 -2.57565 -6.07477 0.0002
F 1.62786 -2.58072 -7.27043 0.0002
N 2.45981 0.08686 2.41699 0.0002
C 2.55964 -0.36063 1.14270 0.0001
N 3.23187 0.41561 0.34042 -0.0090
C 3.71126 1.46556 1.16286 0.0002
C 4.47886 2.54297 0.88594 0.0001
C 4.92610 3.31317 1.99448 0.0001
C 4.46256 3.09203 3.27477 0.0000
C 3.58336 2.02659 3.57141 0.0000
C 3.22169 1.23101 2.48614 -0.0001
H 1.99385 -0.34888 3.13668 0.0000
H 2.12220 -1.31064 0.94325 0.0001
H 4.63469 2.78243 -0.13831 0.0001
H 5.56703 4.16595 1.74844 0.0000
H 4.70048 3.76286 4.09798 0.0000
H 3.18434 1.85498 4.55026 0.0000
O 1.23573 0.04585 -2.64564 -0.0173
C 1.05134 1.25683 -2.24279 -0.0010
O 1.99830 2.05585 -2.22045 -0.0079
C -0.31303 1.49525 -1.59843 -0.0005
C -0.33589 0.60887 -0.38171 0.0001
Ge -2.05082 0.22580 0.70339 0.0000
C -3.09710 1.73272 1.26271 0.0000
C -3.96867 1.68243 2.31651 0.0000
C -4.80562 2.77683 2.56932 0.0000
C -4.75490 3.88223 1.75716 0.0000
C -3.87348 3.97752 0.72225 0.0000
C -2.99589 2.92568 0.51602 0.0000
C -3.06032 -1.03545 -0.45378 0.0000
C -3.52840 -2.20175 0.07204 0.0000
C -4.26867 -3.06204 -0.72057 0.0000
C -4.49931 -2.80967 -2.04109 0.0000
C -4.02941 -1.61412 -2.59042 0.0000
C -3.29173 -0.70920 -1.78404 0.0000
C -1.25088 -0.70376 2.21996 0.0000
C -1.37721 -0.31072 3.51404 0.0000
C -0.61624 -0.91589 4.55139 0.0000
C 0.23802 -1.96836 4.23786 0.0000
C 0.45978 -2.27985 2.93037 0.0000
C -0.35716 -1.79940 1.96177 0.0000
H -1.12255 1.36656 -2.36680 -0.0001
H -0.41791 2.45675 -1.25132 0.0000
H 0.23495 1.06522 0.45276 0.0000
H 0.07462 -0.36562 -0.57125 0.0000
H -4.05270 0.74650 2.87494 0.0000
H -5.58650 2.76023 3.34252 0.0000
H -5.52551 4.66785 1.85621 0.0000
H -3.80483 4.85339 0.10019 0.0000
H -2.26024 2.96469 -0.30765 0.0000
H -3.42699 -2.40125 1.14030 0.0000
H -4.74343 -3.97932 -0.32523 0.0000
H -5.13023 -3.45964 -2.62516 0.0000
H -4.27637 -1.27305 -3.59715 0.0000
H -2.88886 0.21079 -2.27526 0.0000
H -2.01720 0.53285 3.79241 0.0000
H -0.71490 -0.48598 5.54191 0.0000
H 0.90640 -2.29218 5.06636 0.0000
H 1.18513 -3.11260 2.78629 0.0000
H -0.22487 -2.11204 0.91692 0.0000
```

Calculated values
**2S+1**: 6
**HOMO level (alpha / beta)**: -11.361 / -11.361 eV
**Frontier orbital gap (alpha / beta)**: 6.69 / 8.20 eV
**Net charge**: +1
**⟨S²⟩**: 8.765
**Energy above the lowest of the compared OMol25 structures with the same formula, charge and spin**: 47.64 kcal per mole
**LUMO level (alpha / beta)**: -4.6688 / -3.1598 eV

Computed, not measured: a structure of composition C34H26BiN6O5S at a distorted geometry, with ωB97M-V with the def2-TZVPD basis set.

XYZ file:
```
73
Properties=species:S:1:pos:R:3:lowdin_charge:R:1
Bi 0.71677 0.10678 -1.56903 1.9238
C -3.72427 1.42479 4.83716 -0.0657
C -2.97651 2.03975 3.69313 -0.2762
C -1.59124 1.90472 3.59517 -0.0384
C -0.87370 2.48273 2.54826 -0.0432
C -1.56752 3.21787 1.56935 -0.2569
C -2.97040 3.38155 1.63431 -0.0504
C -3.64240 2.78860 2.69483 -0.0485
S -0.58995 3.76645 0.19579 0.5897
O -1.20563 4.94354 -0.38996 -0.3349
O 0.78997 3.84773 0.63230 -0.3401
N -0.60234 2.45110 -0.75731 -0.1909
C -1.68182 2.10554 -1.51956 -0.3918
C -2.83043 2.93182 -1.82559 -0.0179
C -3.81864 2.39097 -2.65453 -0.0837
C -3.68792 1.09181 -3.16068 -0.1058
C -2.56416 0.34018 -2.84454 -0.1358
N -1.57840 0.83395 -2.06112 -0.0560
H -3.12402 0.65085 5.34067 0.0736
H -4.66602 0.96487 4.47916 0.0811
H -4.01444 2.17622 5.59738 0.0831
H -1.07166 1.33545 4.37205 0.1011
H 0.22326 2.37571 2.50050 0.0913
H -3.50952 3.98507 0.88698 0.1112
H -4.73143 2.91623 2.77422 0.1120
H -2.83373 3.94784 -1.41837 0.0804
H -4.70418 2.99222 -2.88346 0.1013
H -4.46784 0.60877 -3.76027 0.0938
H -2.46697 -0.67789 -3.23134 0.1022
O 0.02892 -0.90846 0.31521 -0.3102
C 0.28413 -0.77123 1.60368 -0.3333
C -0.58505 -1.47662 2.49011 -0.0202
C -0.36805 -1.48813 3.85938 -0.1093
C 0.73281 -0.79311 4.41614 -0.1331
C 1.57697 -0.07036 3.58587 -0.0602
C 1.36562 -0.01168 2.18535 -0.1179
C 2.27922 0.78565 1.42255 -0.3051
N 2.78992 0.47522 0.20066 0.0151
C 3.68667 1.49180 -0.10249 -0.1316
C 3.73081 2.42999 0.90903 -0.0788
N 2.83956 1.95322 1.87796 0.0947
H -1.43176 -1.99911 2.02469 0.1149
H -1.04531 -2.04933 4.51853 0.0994
H 0.94719 -0.82411 5.48427 0.0897
H 2.43548 0.45859 4.02122 0.1105
H 4.28382 1.46462 -1.01971 0.1092
H 4.30418 3.35401 1.00260 0.1086
H 2.53221 2.40529 2.74190 0.1525
O 4.35432 -0.06824 -4.14855 0.0000
C 3.36870 -0.32036 -3.41393 -0.5793
O 2.14787 0.22971 -3.52529 -0.2614
C 3.53325 -1.31024 -2.32659 -0.2085
C 4.76001 -2.02247 -2.19022 0.0151
C 4.83570 -2.98440 -1.18885 -0.0599
C 3.73070 -3.23399 -0.34401 -0.0499
C 2.57026 -2.49619 -0.52465 -0.0958
N 2.49378 -1.55264 -1.51011 -0.0343
H 5.56769 -1.78466 -2.89104 0.1180
H 5.75104 -3.56831 -1.05985 0.1017
H 3.76195 -3.98298 0.44719 0.1018
H 1.67740 -2.64097 0.09942 0.1156
N -1.74167 -6.50647 -4.43777 0.1254
C -1.43412 -5.48118 -3.99761 -0.2023
C -1.01874 -4.21022 -3.47149 -0.2639
C -0.01249 -3.51724 -4.13963 -0.0364
C 0.40121 -2.28231 -3.65046 -0.1086
C -0.16400 -1.80422 -2.47640 -0.3309
C -1.16063 -2.47838 -1.80424 -0.1398
C -1.60003 -3.70888 -2.31193 -0.0373
H 0.42872 -3.95256 -5.04780 0.1198
H 1.15060 -1.70999 -4.21613 0.0953
H -1.61748 -2.11105 -0.87582 0.0972
H -2.40623 -4.25325 -1.80667 0.1154
```

Calculated values
**HOMO level**: -5.251 eV
**Frontier orbital gap**: 7.69 eV
**Net charge**: -1
**LUMO level**: 2.4413 eV